29
Properties=species:S:1:pos:R:3:forces:R:3:lowdin_charge:R:1 method="wB97M-V/def2-TZVPD" homo_lumo_gap_ev="8.57 / 8.90" homo_ev="-8.11 / -8.61" e_lumo_ha="0.0170 / 0.0106" e_tot_ev=-29432.684 spin_multiplicity=1
C -3.539 0.204 -0.076 0.8 0.7 1.1 -0.078
C -2.592 -0.108 1.051 -1.0 0.1 0.1 -0.285
C 2.687 -1.363 0.642 -0.1 0.2 0.1 -0.183
C 3.217 -0.246 -0.256 0.1 -0.1 -0.1 -0.182
C 1.204 -1.022 0.740 -0.1 -0.2 -0.1 -0.154
C 2.115 -0.047 -1.305 0.0 0.1 0.0 -0.124
C 0.833 -0.648 -0.696 0.4 -0.5 0.1 -0.335
N -3.122 -1.921 -0.509 1.9 0.4 1.7 0.082
N -1.636 2.318 -0.850 0.4 -0.1 0.1 -0.031
N -1.575 0.974 1.399 -0.5 -2.1 -1.8 -0.030
O 0.577 2.252 0.641 0.1 0.0 0.1 -0.267
O -3.762 -0.842 -0.807 -1.0 0.6 -0.8 -0.030
O -2.259 -1.480 0.588 0.1 0.1 0.0 -0.103
O -0.287 0.218 -0.812 -0.6 1.0 0.3 -0.193
P -0.565 1.487 0.135 -0.6 -0.2 -0.5 0.419
H -4.003 1.134 -0.322 -0.2 0.0 -0.2 0.117
H -3.117 -0.228 2.019 0.2 -0.1 -0.3 0.141
H 2.816 -2.333 0.161 0.0 -0.1 0.0 0.114
H 3.174 -1.383 1.615 0.0 -0.1 0.0 0.109
H 3.332 0.663 0.331 0.0 0.1 0.0 0.112
H 4.176 -0.489 -0.710 0.1 0.1 0.0 0.105
H 0.584 -1.828 1.128 -0.1 0.0 0.1 0.115
H 1.082 -0.134 1.362 0.1 0.0 0.1 0.095
H 1.955 1.009 -1.515 0.0 0.0 -0.1 0.108
H 2.360 -0.552 -2.239 0.0 0.0 -0.1 0.111
H 0.525 -1.543 -1.249 0.1 0.1 0.1 0.154
H -1.347 3.280 -0.946 -0.1 0.2 0.0 0.061
H -1.771 1.891 -1.755 0.0 0.0 -0.1 0.062
H -1.062 0.736 2.235 0.0 -0.1 0.2 0.091



8
Properties=species:S:1:pos:R:3:forces:R:3:lowdin_charge:R:1 method="wB97M-V/def2-TZVPD" homo_lumo_gap_ev=9.44 homo_ev=-10.33 e_lumo_ha=-0.0324 e_tot_ev=-75247.565 spin_multiplicity=1
C 1.263 -0.138 0.136 -0.3 3.2 -0.8 0.091
C 0.081 0.503 -0.150 2.1 -1.6 0.4 -0.217
C -1.106 -0.280 -0.150 1.6 -8.6 1.8 -0.805
O -0.907 -1.611 -0.042 -2.6 7.1 -1.0 -0.103
Br -2.742 0.614 0.058 -0.2 -0.3 -0.2 0.791
H 2.171 0.550 -0.018 -1.1 -1.6 0.7 0.098
H 1.288 -1.164 0.506 0.2 0.4 -0.4 0.079
H -0.048 1.525 -0.339 0.4 1.4 -0.4 0.066



11
Properties=species:S:1:pos:R:3:forces:R:3:lowdin_charge:R:1 method="wB97M-V/def2-TZVPD" homo_lumo_gap_ev=8.13 homo_ev=-8.24 e_lumo_ha=-0.0043 e_tot_ev=-19034.685 spin_multiplicity=1
C 1.458 -0.782 -0.050 -1.2 -5.7 2.0 -0.048
N 0.207 -0.054 0.019 0.9 2.9 -1.8 -0.139
C -0.058 1.338 -0.141 -5.0 -6.7 2.3 -0.033
N -1.337 1.595 0.097 1.2 -1.7 -1.3 0.124
C -1.887 0.307 0.088 -4.0 0.1 -0.2 -0.908
S -3.412 -0.374 -0.062 0.1 1.6 0.3 0.611
O -1.030 -0.689 0.119 3.8 0.0 0.1 -0.045
H 2.279 -0.136 -0.211 0.6 0.8 -0.2 0.051
H 1.570 -1.851 -0.808 -0.8 3.7 1.8 0.171
H 1.517 -1.308 1.053 0.4 1.3 -2.7 0.133
H 0.693 1.954 -0.103 4.0 3.6 -0.3 0.081



36
Properties=species:S:1:pos:R:3:forces:R:3:lowdin_charge:R:1 method="wB97M-V/def2-TZVPD" homo_lumo_gap_ev=8.40 homo_ev=-8.27 e_lumo_ha=0.0049 e_tot_ev=-31724.509 spin_multiplicity=1
C 0.965 3.404 0.176 2.4 0.0 1.5 -0.424
S 0.318 2.241 1.399 0.3 -0.8 0.3 0.710
C -1.441 2.639 1.427 -0.5 -2.3 -2.4 -0.433
H 1.242 4.314 0.752 -0.7 -0.1 -1.0 0.039
H 0.327 3.453 -0.646 -1.3 0.7 -1.1 0.000
H 1.935 3.070 -0.282 -0.9 -0.3 0.8 0.033
H -1.585 3.652 1.579 -0.4 2.1 0.5 -0.006
H -1.868 2.376 0.386 0.4 0.4 1.6 0.057
H -2.002 2.043 2.163 0.5 0.1 -0.2 0.023
O 1.555 -1.731 -2.032 0.6 -2.7 -1.6 -0.092
H 1.570 -1.758 -1.077 0.3 0.4 0.8 -0.037
H 1.905 -2.671 -2.236 -0.8 2.4 0.2 0.095
O -2.190 -1.799 1.122 -1.0 2.0 -2.7 -0.147
H -2.378 -0.889 0.698 0.3 -1.8 1.5 0.104
H -2.024 -2.288 0.259 -0.4 -0.3 0.6 -0.008
O 0.088 -1.940 2.084 1.3 1.5 2.7 -0.073
H -0.425 -1.265 2.635 0.7 -1.6 -1.9 0.083
H -0.405 -2.201 1.322 -1.4 0.2 -0.1 0.002
O -1.748 -0.799 -2.703 3.0 0.1 -0.3 -0.091
H -1.798 -0.010 -2.109 0.5 -0.9 -0.8 0.080
H -0.731 -0.928 -2.961 -2.9 1.0 0.9 0.124
O 3.440 1.039 -0.867 -0.1 1.7 1.7 -0.035
H 3.232 0.534 -0.079 -0.6 0.4 0.8 0.025
H 3.699 0.308 -1.350 1.1 -2.2 -2.3 -0.012
O 2.118 -1.429 0.548 -2.8 1.1 -1.6 -0.070
H 2.552 -1.559 1.335 2.3 -0.8 2.7 0.010
H 1.212 -1.291 0.993 1.0 -0.1 -0.8 0.049
O -1.822 -2.956 -1.153 2.0 -0.3 -2.0 -0.138
H -1.668 -2.186 -1.879 -0.5 -1.9 1.8 0.055
H -1.113 -3.679 -1.254 -1.6 1.9 0.0 0.100
O 1.243 1.402 -2.423 2.5 -0.8 -1.9 -0.105
H 2.086 0.895 -2.698 -2.2 0.0 1.4 0.062
H 1.572 2.154 -2.934 -1.0 0.9 0.2 0.034
O -2.840 -0.394 3.156 2.7 1.9 3.3 -0.090
H -2.977 -1.254 2.827 -0.2 -1.8 -0.8 -0.026
H -2.042 -0.496 3.823 -2.7 0.3 -1.9 0.103



What did the third record say?
11
Properties=species:S:1:pos:R:3:forces:R:3:lowdin_charge:R:1 method="wB97M-V/def2-TZVPD" homo_lumo_gap_ev=8.13 homo_ev=-8.24 e_lumo_ha=-0.0043 e_tot_ev=-19034.685 spin_multiplicity=1
C 1.458 -0.782 -0.050 -1.2 -5.7 2.0 -0.048
N 0.207 -0.054 0.019 0.9 2.9 -1.8 -0.139
C -0.058 1.338 -0.141 -5.0 -6.7 2.3 -0.033
N -1.337 1.595 0.097 1.2 -1.7 -1.3 0.124
C -1.887 0.307 0.088 -4.0 0.1 -0.2 -0.908
S -3.412 -0.374 -0.062 0.1 1.6 0.3 0.611
O -1.030 -0.689 0.119 3.8 0.0 0.1 -0.045
H 2.279 -0.136 -0.211 0.6 0.8 -0.2 0.051
H 1.570 -1.851 -0.808 -0.8 3.7 1.8 0.171
H 1.517 -1.308 1.053 0.4 1.3 -2.7 0.133
H 0.693 1.954 -0.103 4.0 3.6 -0.3 0.081